# 1
Below is a cluster of 2 separate species, C2ClF3OS in total at a distorted geometry, with properties calculated with ωB97M-V/def2-TZVPD.

Properties
- Frontier orbital gap (alpha / beta): 6.6 / 9.6 eV
- M: 164.54 g mol⁻¹
- Relative energy (zero: lowest compared OMol25 entry of this formula, charge and spin): 27.27 kcal per mole

Element x y z (Å)
Cl -0.236 0.564 -3.305
S 1.203 0.220 2.735
F 0.811 -0.405 0.204
F -1.842 1.616 -1.449
F -1.210 -0.472 -1.078
O 2.261 -0.839 2.780
C 0.535 0.333 1.227
C -0.920 0.626 -1.722

=====

# 2
Below is a cluster of 2 separate species, C2ClF4N in total at a distorted geometry, with properties calculated with ωB97M-V/def2-TZVPD.

Properties
- Frontier orbital gap (alpha / beta): 10.3 / 10.3 eV
- M: 149.47 g mol⁻¹
- Relative energy (zero: lowest compared OMol25 entry of this formula, charge and spin): 54.97 kcal per mole

Element x y z (Å)
Cl -0.971 -0.777 1.988
F 1.403 1.127 0.562
F 1.801 -0.657 -0.589
F 1.593 1.199 -1.471
F -2.754 -0.779 0.222
N -0.790 -0.084 -0.597
C -1.451 -0.506 0.359
C 1.168 0.478 -0.472

=====

# 3
Below is a cluster of 2 separate species, C2ClN2P in total at a distorted geometry, with properties calculated with ωB97M-V/def2-TZVPD.

Properties
- Expectation value of S²: 2.017
- Frontier orbital gap (alpha / beta): 9.3 / 7.0 eV
- M: 118.46 g mol⁻¹
- Multiplicity: 3

Element x y z (Å)
Cl -1.560 1.822 -0.462
P -1.731 0.478 0.990
N -1.935 -1.865 -0.716
N 2.953 1.154 -0.169
C 2.173 0.673 0.514
C -1.849 -0.949 -0.028

=====

# 4
Below is a cluster of 2 separate species, C2ClN5 in total at a distorted geometry, with properties calculated with ωB97M-V/def2-TZVPD.

Properties
- Frontier orbital gap: 11.0 eV
- M: 129.51 g mol⁻¹
- Relative energy (zero: lowest compared OMol25 entry of this formula, charge and spin): 6.45 kcal per mole

Element x y z (Å)
Cl 2.205 0.026 -0.160
N -0.031 2.670 0.033
N -1.031 0.445 -0.409
N -2.122 -0.091 -0.401
N 2.356 -2.487 0.979
N -3.021 -0.755 -0.372
C 2.220 -1.468 0.435
C -0.575 1.660 -0.105

=====

# 5
Below is a structure of composition C2ClNO2 at a distorted geometry, with properties calculated with ωB97M-V/def2-TZVPD.

Properties
- Frontier orbital gap (alpha / beta): 7.7 / 7.9 eV
- M: 105.48 g mol⁻¹
- Relative energy (zero: lowest compared OMol25 entry of this formula, charge and spin): 165.86 kcal per mole

Element x y z (Å)
Cl -2.853 -0.657 0.054
O -0.980 1.086 -0.160
O 2.114 -0.876 -0.208
N 1.146 -0.247 0.055
C -2.064 0.772 -0.421
C 0.443 0.431 0.697

=====

# 6
Below is the ion C2ClO4 with charge -1 at a distorted geometry, with properties calculated with ωB97M-V/def2-TZVPD.

Properties
- Frontier orbital gap: 8.7 eV
- SMILES: O=C([O-])C1(Cl)OO1
- M: 123.47 g mol⁻¹
- Relative energy (zero: lowest compared OMol25 entry of this formula, charge and spin): 127.15 kcal per mole
- Net charge: -1

Element x y z (Å)
Cl -1.946 0.497 -0.913
O 0.853 1.755 -0.444
O 1.621 -0.117 0.598
O -1.315 -0.626 1.499
O -0.691 -1.336 0.403
C -0.691 -0.040 0.234
C 0.844 0.666 0.105